The following is a DFT calculation (the ωB97M-V functional and the def2-TZVPD basis) of a cluster of 2 separate species, C2HF3S3 in total.

Cartesian coordinates (Å):
S (1.4768, 1.7106, -0.8439)
S (2.3362, 0.1578, -0.0365)
S (1.5099, 1.5961, -2.7123)
F (-1.0268, -1.4523, -1.0074)
F (-2.3299, 0.4741, 0.9127)
F (-0.6327, 0.1278, 2.1422)
C (-1.1732, -0.1906, 0.9927)
C (-0.6090, -1.0734, 0.1573)
H (0.4486, -1.3501, 0.3952)

Properties
HOMO energy (alpha / beta) in eV: -9.6 / -9.5
Spin multiplicity: 1

natural (NBO) atomic charge list, values in e, 2 entries: S 0.3792; S -0.2276

---

The following is a DFT calculation (the ωB97M-V functional and the def2-TZVPD basis) of a cluster of 2 separate species, C3H3F3 in total.

Cartesian coordinates (Å):
F (-2.9107, 0.2064, -0.0709)
F (-1.2194, 1.6170, -0.1836)
F (-0.6983, -1.8867, 0.2466)
C (1.6834, 0.0456, 0.0373)
C (-1.5608, 0.3308, -0.0172)
C (-0.5699, -0.5740, 0.1989)
H (1.8781, 1.0700, 0.2921)
H (1.5626, 0.0642, -0.9833)
H (1.8351, -0.8733, 0.4802)

Properties
ΔE to the lowest compared entry with this formula, charge and spin in kcal per mole: 102.3
HOMO energy (alpha / beta) in eV: -9.4 / -9.4
Spin multiplicity: 1

natural (NBO) atomic charge list, values in e, 2 entries: F -0.3085; F -0.3155

---

The following is a DFT calculation (the ωB97M-V functional and the def2-TZVPD basis) of a cluster of 5 separate species, C3H16O4 in total.

Cartesian coordinates (Å):
O (-0.5032, 0.4304, -3.2029)
O (-0.1754, 3.1008, -1.7598)
O (0.2170, -2.5669, 2.6711)
O (0.6304, -2.9855, 0.0237)
C (-0.8730, 0.2415, 0.1294)
C (0.5986, 0.3078, 0.5469)
C (0.5673, 1.2368, 1.7823)
H (-1.4073, 0.5260, -3.4975)
H (1.0340, -0.7065, 0.6475)
H (0.5228, 2.5104, -1.4643)
H (-1.4693, -0.4608, 0.7893)
H (0.2530, 2.2615, 1.6125)
H (0.2471, 0.4512, -3.7973)
H (-1.1198, -0.2666, -0.8410)
H (-0.0771, -2.4410, -0.3336)
H (-0.1420, -1.6611, 2.7783)
H (-1.3820, 1.1772, 0.0836)
H (-0.2761, 0.8366, 2.3510)
H (-0.4730, 2.5991, -2.5319)
H (0.3003, -3.8916, 0.2046)
H (0.8613, -2.4895, 1.9459)
H (1.1240, 0.6300, -0.3697)
H (1.5424, 1.1601, 2.2319)

Properties
ΔE to the lowest compared entry with this formula, charge and spin in kcal per mole: 28.3
HOMO energy (alpha / beta) in eV: -14.3 / -14.2
⟨S²⟩: 0.76
Net charge: +1
Spin multiplicity: 2

natural (NBO) atomic charge list, values in e, 2 entries: O -1.0042; O -0.9139

---

The following is a DFT calculation (the ωB97M-V functional and the def2-TZVPD basis) of a cluster of 2 separate species, C8H11NS in total.

Cartesian coordinates (Å):
S (-2.2616, 1.1264, 0.9125)
N (-1.9395, -0.4890, -1.0310)
C (0.9046, 0.4393, -0.3460)
C (2.4510, -1.7380, -0.4618)
C (1.8233, -0.4503, -0.3333)
C (-1.4074, 0.3241, -0.3029)
C (-3.8224, 0.2397, 0.4148)
C (-3.3604, -0.7845, -0.6949)
C (2.1747, 1.1368, -0.3366)
C (2.6399, 1.6345, 0.9852)
H (2.0789, -2.5967, -1.1847)
H (3.5142, -1.5815, -0.5984)
H (-3.2916, -1.8525, -0.4343)
H (2.3173, -2.2044, 0.5928)
H (1.9500, 2.2102, 1.6058)
H (3.5339, 2.2190, 0.9336)
H (-4.1378, -0.0356, 1.3675)
H (2.8163, 0.7430, 1.6146)
H (-4.0193, -0.7650, -1.5399)
H (-4.5222, 0.9604, 0.0638)
H (2.5579, 1.4642, -1.2269)

Properties
ΔE to the lowest compared entry with this formula, charge and spin in kcal per mole: 142.9
HOMO energy in eV: -7.9
Spin multiplicity: 1

natural (NBO) atomic charge list, values in e, 2 entries: S 0.2287; N -0.4900

---

The following is a DFT calculation (the ωB97M-V functional and the def2-TZVPD basis) of a cluster of 3 separate species, C6H13NO in total.

Cartesian coordinates (Å):
O (1.5190, 0.3033, -1.7655)
N (-0.4518, -2.1097, -0.8682)
C (2.3739, 0.1650, 0.4390)
C (-0.6644, 0.2359, -0.0467)
C (-1.1534, -0.8679, -0.9526)
C (-0.7193, -0.0628, 1.4292)
C (1.3200, -0.0666, -0.6206)
C (-1.1146, 1.6248, -0.4085)
H (-0.5257, -2.4772, 0.0813)
H (3.2173, -0.5070, 0.2516)
H (-2.2066, -1.0017, -0.6298)
H (-0.2054, -0.9947, 1.6779)
H (-1.7573, -0.1769, 1.7696)
H (-1.0951, 1.7898, -1.4877)
H (-1.1464, -0.5198, -1.9908)
H (0.7279, -1.3934, -0.7496)
H (-0.4579, 2.3623, 0.0646)
H (2.0108, -0.0765, 1.4393)
H (2.7302, 1.1954, 0.4144)
H (-2.1332, 1.8311, -0.0557)
H (-0.2680, 0.7464, 2.0087)

Properties
ΔE to the lowest compared entry with this formula, charge and spin in kcal per mole: 102.0
HOMO energy in eV: -8.3
Spin multiplicity: 1

natural (NBO) atomic charge list, values in e, 2 entries: O -0.5330; N -0.6909

---

The following is a DFT calculation (the ωB97M-V functional and the def2-TZVPD basis) of the ion C4H11N2O with charge +1.

Cartesian coordinates (Å):
O (-1.1767, -1.5638, -0.0132)
N (-0.0744, 0.3918, 0.2180)
N (1.3798, -1.5137, -0.0651)
C (1.2729, -0.2269, 0.0319)
C (2.4843, 0.6032, -0.0328)
C (-2.3891, 0.5644, -0.2185)
C (-1.3230, -0.2249, 0.4635)
H (0.5344, -2.2107, -0.1622)
H (-3.4437, 0.3620, 0.0931)
H (-2.3103, 0.3325, -1.2246)
H (-2.2394, 1.7599, -0.1939)
H (2.5713, 1.5914, 0.4631)
H (0.0978, 1.4242, 0.3585)
H (2.6065, 1.0034, -1.0423)
H (-1.5949, -1.7007, -0.9204)
H (2.3125, -2.1105, -0.1677)
H (-1.3838, -0.4550, 1.5969)
H (3.4989, 0.0077, 0.1892)

Properties
Structure (SMILES): C/C(N)=[NH+]/[C@@H](C)O
ΔE to the lowest compared entry with this formula, charge and spin in kcal per mole: 55.3
HOMO energy in eV: -14.4
Net charge: +1
Spin multiplicity: 1

natural (NBO) atomic charge list, values in e, 2 entries: O -0.7415; N -0.5952

---

The following is a DFT calculation (the ωB97M-V functional and the def2-TZVPD basis) of a cluster of 3 separate species, C5H8N2 in total.

Cartesian coordinates (Å):
N (-0.1319, -0.9280, 1.9048)
N (0.4303, 0.0141, -0.2780)
C (-0.1700, 0.6556, -1.3705)
C (-0.5449, -0.2972, 0.7252)
C (1.7037, -0.3314, -0.2921)
C (-1.7459, -0.0605, 0.1483)
C (-1.5057, 0.5366, -1.1667)
H (2.1754, -0.6021, -1.2248)
H (-2.7047, -0.1716, 0.6428)
H (2.1420, -0.6679, 0.6432)
H (0.1701, -0.2709, 2.6170)
H (1.2356, 1.3470, -1.6876)
H (-2.2778, 0.9947, -1.7730)
H (2.0544, 1.3551, -1.3372)
H (-0.8532, -1.5258, 2.2877)

Properties
ΔE to the lowest compared entry with this formula, charge and spin in kcal per mole: 133.4
HOMO energy (alpha / beta) in eV: -7.9 / -7.9
Spin multiplicity: 1

natural (NBO) atomic charge list, values in e, 2 entries: N -0.8363; N -0.3983

---

The following is a DFT calculation (the ωB97M-V functional and the def2-TZVPD basis) of the molecule C5H7NO2.

Cartesian coordinates (Å):
O (-1.1052, -0.9068, -0.2892)
O (1.6530, 1.3979, -0.1317)
N (-0.9327, 1.2131, 0.1570)
C (-2.2425, 0.8230, 0.1750)
C (1.1929, 0.1239, -0.4205)
C (-2.3559, -0.4968, -0.0569)
C (1.9117, -0.9289, 0.3790)
C (-0.2769, 0.1319, -0.1676)
H (0.8368, 1.9380, -0.0575)
H (-3.0075, 1.5924, 0.3373)
H (1.6829, -0.8159, 1.4740)
H (1.5076, -1.9410, 0.1042)
H (2.9648, -0.8232, 0.1674)
H (1.3213, -0.0776, -1.5106)
H (-3.1502, -1.2303, -0.1599)

Properties
Structure (SMILES): C[C@H](O)c1ncco1
ΔE to the lowest compared entry with this formula, charge and spin in kcal per mole: 18.1
HOMO energy in eV: -9.5
Spin multiplicity: 1

natural (NBO) atomic charge list, values in e, 2 entries: O -0.3972; O -0.7098